DFT (the ωB97M-V functional and the def2-TZVPD basis) results for a structure of composition C17H20MgO6S.

The geometry in XYZ format:
```
45
Properties=species:S:1:pos:R:3
Mg 0.18 0.14 0.22
C 3.45 -2.80 2.90
C 2.78 -2.12 1.71
C 3.80 -1.30 0.91
C 1.60 -1.29 2.16
C 1.76 -0.11 2.89
C 0.67 0.64 3.30
C -0.64 0.26 3.00
C -1.82 1.10 3.38
C -0.81 -0.92 2.29
C 0.29 -1.69 1.88
H 4.27 -3.44 2.57
H 2.74 -3.42 3.46
H 3.85 -2.06 3.59
H 2.38 -2.90 1.05
H 4.30 -0.58 1.55
H 3.33 -0.75 0.09
H 4.56 -1.96 0.49
H 2.76 0.24 3.12
H 0.84 1.56 3.85
H -2.34 1.43 2.48
H -1.53 1.97 3.95
H -2.52 0.52 3.98
H -1.81 -1.25 2.03
H 0.12 -2.60 1.32
O -4.97 -0.36 -2.64
C -3.93 -0.26 -2.06
C -3.54 0.85 -1.07
O -4.27 1.72 -0.64
C -2.14 0.60 -0.75
C -1.65 -0.54 -1.40
O -0.42 -0.95 -1.25
C -2.71 -1.17 -2.21
O -2.65 -2.19 -2.86
O -1.37 1.30 0.05
C 0.46 3.25 -1.61
S 0.99 2.97 0.06
C 2.47 3.93 0.03
O 1.54 1.53 0.10
H 0.32 4.32 -1.75
H -0.49 2.72 -1.74
H 1.23 2.86 -2.28
H 2.21 4.98 -0.11
H 3.11 3.57 -0.77
H 2.96 3.80 0.99
```

Output
Relative energy (zero: lowest compared OMol25 entry of this formula, charge and spin) = 0.021 eV
Total charge = 0
E_tot = -46520.4700 eV
Kohn-Sham gap = 7.2 eV
HOMO energy = -7.4 eV

Now the Mulliken charges, all in e:
1. Mg 1.304
2. C -1.529
3. C -0.064
4. C -1.449
5. C 1.008
6. C -0.006
7. C -1.053
8. C 1.252
9. C -1.547
10. C -0.423
11. C -0.935
12. H 0.446
13. H 0.372
14. H 0.318
15. H 0.414
16. H 0.286
17. H 0.271
18. H 0.484
19. H 0.353
20. H 0.374
21. H 0.284
22. H 0.371
23. H 0.378
24. H 0.229
25. H 0.289
26. O -0.562
27. C 0.491
28. C -0.091
29. O -0.637
30. C 0.553
31. C 1.307
32. O -0.797
33. C 0.058
34. O -0.617
35. O -1.089
36. C -0.891
37. S 0.698
38. C -1.149
39. O -0.784
40. H 0.483
41. H 0.127
42. H 0.339
43. H 0.432
44. H 0.326
45. H 0.378

DFT (the ωB97M-V functional and the def2-TZVPD basis) results for a structure of composition C32H94N6O12.

The geometry in XYZ format:
```
144
Properties=species:S:1:pos:R:3
C 3.75 1.40 -2.91
C 3.28 1.53 -1.47
C 1.74 1.39 -1.26
O 3.89 0.48 -0.69
H 3.46 2.27 -3.50
H 3.30 0.53 -3.38
H 4.83 1.36 -3.05
H 3.70 2.48 -1.14
H 1.15 2.16 -1.76
H 1.49 1.52 -0.21
H 1.34 0.44 -1.59
H 3.35 -0.30 -0.84
C -0.73 6.14 -0.24
C -1.07 4.78 0.43
C 0.15 4.04 0.98
O 1.01 3.67 -0.06
C 2.24 3.15 0.41
N -1.98 5.05 1.48
H -0.70 6.92 0.53
H -1.52 6.46 -0.91
H 0.17 6.18 -0.85
H -1.64 4.17 -0.27
H -0.29 3.09 1.30
H 0.52 4.59 1.84
H 2.11 2.33 1.12
H 2.75 3.96 0.94
H 2.86 2.92 -0.46
H -2.95 5.06 1.19
H -1.94 4.29 2.13
C 4.58 -1.96 -2.31
C 3.15 -1.61 -1.91
C 2.02 -2.51 -2.51
O 2.12 -2.63 -3.89
C 1.03 -3.37 -4.50
N 3.14 -1.63 -0.47
H 4.73 -2.99 -1.97
H 5.39 -1.36 -1.89
H 4.70 -1.84 -3.39
H 3.02 -0.55 -2.12
H 1.01 -2.13 -2.33
H 2.09 -3.46 -1.99
H 0.08 -2.83 -4.57
H 0.80 -4.33 -4.04
H 1.38 -3.78 -5.45
H 2.17 -1.81 -0.24
H 3.57 -2.49 -0.15
C -0.29 -1.13 -1.63
C 0.68 -1.24 -0.43
C 0.05 -0.78 0.88
O -0.40 0.55 0.80
C -0.79 1.09 2.06
N 1.06 -2.67 -0.32
H -1.31 -1.19 -1.26
H -0.11 -1.83 -2.45
H 0.00 -0.13 -1.96
H 1.58 -0.63 -0.52
H 0.68 -0.99 1.75
H -0.87 -1.34 0.99
H -1.02 2.16 2.05
H -0.02 1.02 2.83
H -1.70 0.60 2.42
H 1.34 -2.87 0.63
H 0.16 -3.13 -0.44
C 0.08 -4.93 -2.62
C 0.68 -4.72 -1.25
C -0.40 -4.39 -0.21
O -0.99 -3.19 -0.57
C -2.03 -2.84 0.30
N 1.36 -5.90 -0.98
H -0.57 -5.80 -2.75
H 0.87 -5.00 -3.36
H -0.52 -4.05 -2.86
H 1.43 -3.94 -1.23
H 0.02 -4.22 0.79
H -1.16 -5.16 -0.12
H -2.53 -1.91 0.01
H -1.63 -2.79 1.31
H -2.79 -3.62 0.24
H 0.63 -6.59 -0.89
H 1.77 -5.79 -0.06
C 1.19 3.54 3.65
C -0.10 4.36 4.04
C -1.47 3.59 4.00
O -1.61 3.15 2.69
C -2.80 2.50 2.34
N 0.03 4.95 5.36
H 2.12 4.11 3.65
H 1.12 3.15 2.64
H 1.26 2.76 4.40
H -0.18 5.12 3.26
H -2.38 4.14 4.25
H -1.40 2.76 4.71
H -3.68 3.14 2.40
H -2.89 1.66 3.04
H -2.84 2.10 1.33
H 0.47 4.27 5.96
H 0.77 5.64 5.34
C -5.37 -0.65 -4.85
C -4.05 -1.38 -5.15
C -2.83 -0.48 -4.67
O -2.86 -0.53 -3.29
C -1.90 0.26 -2.65
N -4.03 -2.67 -4.55
H -6.27 -1.15 -5.23
H -5.38 0.35 -5.28
H -5.50 -0.44 -3.79
H -3.84 -1.37 -6.22
H -2.83 0.56 -4.99
H -1.94 -0.89 -5.13
H -0.88 -0.02 -2.93
H -1.99 0.28 -1.57
H -1.99 1.31 -2.90
H -3.11 -3.03 -4.77
H -3.93 -2.48 -3.56
C 0.69 0.71 4.60
O 1.19 -0.49 4.02
H -0.06 1.33 4.12
H 0.30 0.41 5.58
H 1.57 1.30 4.84
H 1.62 -0.25 3.19
C 2.39 0.82 1.78
O 2.43 -0.29 2.68
H 3.31 1.32 1.48
H 1.86 0.53 0.87
H 1.78 1.61 2.22
H 2.86 -1.07 2.29
C -3.22 1.03 0.29
O -3.39 2.39 -0.06
H -3.82 0.70 1.13
H -3.42 0.42 -0.59
H -2.16 0.87 0.49
H -2.88 2.54 -0.86
C -1.27 -1.50 3.34
O -2.47 -1.32 2.60
H -1.43 -1.94 4.33
H -0.58 -2.16 2.80
H -0.77 -0.55 3.51
H -3.02 -0.74 3.14
C 1.41 -2.74 2.75
O 0.80 -3.34 1.62
H 2.15 -1.99 2.49
H 0.76 -2.35 3.54
H 1.96 -3.53 3.26
H -0.02 -3.75 1.91
```

Output
Relative energy (zero: lowest compared OMol25 entry of this formula, charge and spin) = 41.609 eV
Total charge = 0
E_tot = -68174.3465 eV
Kohn-Sham gap = 7.6 eV
HOMO energy = -7.5 eV

Atomic partial charges in e from the Mulliken method, atoms 1 to 99:
1. C -1.523
2. C 1.471
3. C -0.053
4. O -0.670
5. H 0.444
6. H 0.306
7. H 0.392
8. H 1.008
9. H 1.103
10. H -0.735
11. H 0.321
12. H 0.078
13. C -1.721
14. C 0.917
15. C -0.205
16. O -0.411
17. C -0.510
18. N -0.665
19. H 0.374
20. H 0.470
21. H 0.234
22. H -0.285
23. H -0.482
24. H 0.588
25. H -1.504
26. H 0.321
27. H -0.068
28. H 0.378
29. H 0.589
30. C -2.133
31. C 1.528
32. C 1.434
33. O -0.621
34. C -0.460
35. N -0.799
36. H 0.483
37. H 0.405
38. H 0.309
39. H -1.410
40. H -1.870
41. H 0.655
42. H -0.051
43. H -0.024
44. H 0.586
45. H 0.047
46. H 0.633
47. C -1.132
48. C 0.433
49. C 1.802
50. O 0.647
51. C 0.277
52. N -0.378
53. H 0.104
54. H -0.132
55. H 0.862
56. H -1.257
57. H 0.039
58. H -0.811
59. H -0.234
60. H -0.944
61. H 0.197
62. H 0.382
63. H 0.584
64. C -1.494
65. C 1.305
66. C -1.096
67. O -0.567
68. C -1.062
69. N -0.705
70. H 0.609
71. H 0.266
72. H -0.049
73. H -0.485
74. H -0.179
75. H 0.584
76. H 0.277
77. H 0.608
78. H 0.397
79. H 0.370
80. H 0.406
81. C -0.382
82. C 0.379
83. C -1.230
84. O 0.204
85. C -1.500
86. N -0.802
87. H 0.213
88. H -0.585
89. H 0.212
90. H 0.638
91. H 0.554
92. H 0.288
93. H 0.452
94. H 0.239
95. H 0.635
96. H 0.314
97. H 0.358
98. C -1.406
99. C 0.406

DFT (the ωB97M-V functional and the def2-TZVPD basis) results for a structure of composition C27H46BrN3OP2Pb.

The geometry in XYZ format:
```
81
Properties=species:S:1:pos:R:3
N -7.09 5.63 -5.50
C -6.70 6.19 -4.34
C -5.94 5.53 -3.37
C -5.53 4.19 -3.58
C -5.95 3.61 -4.80
C -6.71 4.35 -5.70
C -4.73 3.51 -2.57
Pb 0.15 -0.11 1.41
P 6.37 -1.06 0.36
C -3.53 2.91 -2.77
C -2.71 2.22 -1.77
C -1.59 1.46 -2.20
C -0.77 0.79 -1.29
C -1.02 0.84 0.10
C -2.14 1.60 0.53
C -2.96 2.27 -0.38
Br 1.64 -1.32 3.09
H -5.17 3.50 -1.57
H -3.09 2.93 -3.78
H -5.65 6.05 -2.45
H -5.68 2.57 -5.05
H -7.02 7.23 -4.18
H -7.03 3.90 -6.65
H -1.37 1.41 -3.27
H -3.81 2.85 0.00
H 0.08 0.21 -1.67
H -2.37 1.66 1.60
P -0.30 -2.16 0.40
C 5.78 0.72 0.49
C 6.83 1.75 0.04
H 5.45 0.93 1.53
H 4.88 0.80 -0.15
H 6.65 2.73 0.51
H 7.85 1.43 0.31
H 6.80 1.88 -1.06
C 5.50 -1.48 -1.26
C 6.14 -2.64 -2.03
H 5.54 -0.56 -1.87
H 4.43 -1.69 -1.06
H 5.85 -2.60 -3.10
H 7.24 -2.60 -1.97
H 5.82 -3.62 -1.64
C 5.20 -1.84 1.61
C 5.86 -2.21 2.94
H 4.70 -2.72 1.15
H 4.40 -1.09 1.79
H 5.30 -3.01 3.45
H 6.90 -2.58 2.79
H 5.91 -1.34 3.61
C -0.24 -3.55 1.63
C -1.39 -4.56 1.68
H -0.17 -3.02 2.60
H 0.73 -4.05 1.47
H -2.32 -4.09 2.03
H -1.59 -5.02 0.69
H -1.15 -5.37 2.38
C 0.81 -2.65 -1.01
C 0.25 -2.64 -2.44
H 1.17 -3.66 -0.75
H 1.70 -2.00 -0.92
H -0.23 -3.61 -2.68
H -0.49 -1.84 -2.60
H 1.07 -2.49 -3.16
C -2.03 -2.06 -0.28
C -3.17 -1.57 0.62
H -2.24 -3.09 -0.63
H -1.93 -1.45 -1.20
H -3.92 -0.99 0.05
H -3.69 -2.40 1.12
H -2.77 -0.91 1.41
C -0.27 2.09 5.54
N -1.13 0.94 5.31
C -1.12 0.23 4.15
N -1.82 -0.93 4.07
O -0.43 0.63 3.21
H 0.38 2.33 4.67
H 0.41 1.87 6.40
H -0.88 2.98 5.79
H -1.71 0.62 6.10
H -1.80 -1.51 3.23
H -2.38 -1.25 4.87
```

Output
Relative energy (zero: lowest compared OMol25 entry of this formula, charge and spin) = 1.660 eV
Total charge = +2
E_tot = -129113.4324 eV
Kohn-Sham gap = 4.0 eV
HOMO energy = -12.1 eV

Now the Mulliken charges, all in e:
1. N -0.551
2. C -0.322
3. C -0.377
4. C 0.324
5. C -0.376
6. C -0.282
7. C -0.525
8. Pb 2.146
9. P -0.015
10. C -0.313
11. C 1.255
12. C -0.971
13. C -0.792
14. C -0.521
15. C -0.425
16. C -1.036
17. Br -0.350
18. H 0.335
19. H 0.377
20. H 0.367
21. H 0.380
22. H 0.352
23. H 0.346
24. H 0.391
25. H 0.315
26. H 0.734
27. H 0.408
28. P 0.193
29. C -0.331
30. C -1.159
31. H 0.442
32. H 0.112
33. H 0.340
34. H 0.341
35. H 0.280
36. C 0.330
37. C -1.196
38. H 0.438
39. H -0.554
40. H 0.354
41. H 0.354
42. H 0.297
43. C 0.053
44. C -1.210
45. H 0.382
46. H -0.188
47. H 0.318
48. H 0.389
49. H 0.297
50. C -0.368
51. C -1.242
52. H 0.261
53. H 0.611
54. H 0.256
55. H 0.312
56. H 0.411
57. C -0.001
58. C -1.330
59. H 0.577
60. H -0.136
61. H 0.392
62. H 0.312
63. H 0.361
64. C -0.714
65. C -1.049
66. H 0.705
67. H 0.330
68. H 0.324
69. H 0.297
70. H 0.054
71. C -0.812
72. N -0.249
73. C 1.082
74. N -0.192
75. O -0.634
76. H 0.268
77. H 0.319
78. H 0.315
79. H 0.220
80. H -0.056
81. H 0.224